No. 1
Here is an isolated molecule of C3H8O2Se from the OMol25 dataset. Energies are from ωB97M-V/def2-TZVPD.

Element x y z (Å)
O 2.4719 -0.3641 -0.6344
C 1.4048 0.5698 -0.1652
C 0.0549 -0.2153 -0.2760
O 0.1893 -1.5638 0.1736
C -1.2014 0.7538 0.3406
Se -2.8602 -0.4035 0.0774
H 2.5644 -1.1663 -0.1704
H 1.3036 1.4902 -0.7982
H 1.4856 0.8463 0.9365
H -0.0853 -0.0620 -1.3695
H 0.1925 -2.0829 -0.6404
H -1.0065 1.0356 1.3170
H -1.3488 1.5343 -0.2859
H -3.1646 -0.3720 1.4949

**Orbital gap**: 9.4 eV
**SMILES**: OC[C@@H](O)C[SeH]
**Calculated total energy**: -2670.93476 Eh
**Spin multiplicity**: 1
**HOMO energy**: -8.7474 eV
**Energy relative to the best compared isomer or geometry (same formula, charge and spin)**: 40.40 kJ/mol
**Charge**: 0
**LUMO energy**: 0.69 eV

---

No. 2
Here is a 2-piece molecular cluster, C3H8O3 overall from the OMol25 dataset. Energies are from ωB97M-V/def2-TZVPD.

Element x y z (Å)
O 2.0041 0.1116 -1.4836
C 1.8760 -1.1542 -1.4922
O 0.8755 -1.6644 -0.7174
H 2.7309 -1.6793 -1.8122
H 0.7234 -2.5935 -0.9696
C -0.2490 0.6668 1.3949
C -1.1159 0.4940 0.1385
O -1.8784 1.6709 -0.2808
H 0.3883 1.5064 1.3655
H 0.3868 -0.0798 1.6736
H -1.0368 0.7469 2.2546
H -0.5128 0.2726 -0.7546
H -1.7943 -0.3227 0.2112
H -2.3979 2.0247 0.4721

**Orbital gap**: 10.3 eV
**SMILES**: O=CO.CCO
**Calculated total energy**: -344.77250 Eh
**Spin multiplicity**: 1
**HOMO energy**: -10.0080 eV
**Energy relative to the best compared isomer or geometry (same formula, charge and spin)**: 199.17 kJ/mol
**Charge**: 0
**LUMO energy**: 0.31 eV

---

No. 3
Here is a 2-piece molecular cluster, C3H8O3 overall from the OMol25 dataset. Energies are from ωB97M-V/def2-TZVPD.

Element x y z (Å)
C -0.1636 -0.8748 2.6670
O -0.1980 0.3857 1.9958
C -0.0750 0.3960 0.6222
C -0.2657 1.7687 -0.0415
O 0.3398 -0.5366 -0.0805
H -0.1884 -0.7677 3.7645
H 0.7965 -1.3357 2.3800
H -0.9823 -1.5476 2.3606
H -1.3632 1.8788 -0.0397
H 0.0911 1.8185 -1.0840
H 0.1732 2.6098 0.5211
O 0.2650 -1.0789 -4.2780
H 0.6491 -1.2951 -5.1578
H 0.9215 -1.4213 -3.6299

**Orbital gap**: 11.2 eV
**SMILES**: COC(C)=O.O
**Calculated total energy**: -344.81376 Eh
**Spin multiplicity**: 1
**HOMO energy**: -10.3170 eV
**Energy relative to the best compared isomer or geometry (same formula, charge and spin)**: 90.85 kJ/mol
**Charge**: 0
**LUMO energy**: 0.88 eV

---

No. 4
Here is a 2-piece molecular cluster, C3H8O3 overall from the OMol25 dataset. Energies are from ωB97M-V/def2-TZVPD.

Element x y z (Å)
C 3.9182 -3.4427 2.2115
O 3.6696 -2.0501 2.0022
C 2.4461 -1.7742 1.4892
C 2.2726 -0.2942 1.3032
O 1.6258 -2.6266 1.2268
H 4.9361 -3.5305 2.6271
H 3.8720 -4.0157 1.2701
H 3.2062 -3.8854 2.9281
H 2.3700 0.2298 2.2689
H 3.0356 0.0995 0.6108
H 1.2745 -0.0797 0.8856
O -0.3448 -1.4619 0.3439
H 0.3501 -2.0768 0.6713
H -1.0938 -2.0470 0.0892

**Orbital gap**: 11.2 eV
**SMILES**: COC(C)=O.O
**Calculated total energy**: -344.82917 Eh
**Spin multiplicity**: 1
**HOMO energy**: -10.4464 eV
**Energy relative to the best compared isomer or geometry (same formula, charge and spin)**: 50.39 kJ/mol
**Charge**: 0
**LUMO energy**: 0.80 eV